Entry 1:
The following is a quantum chemistry calculation of a 8-piece molecular cluster, C54H110FN5O10 overall in a non-equilibrium geometry, from the Open Molecules 2025 dataset.

Summary:
2S+1: 1
Maximum force, hartree/bohr: 0.091
LUMO energy, eV: 0.3
Structure (SMILES): CC1(C)CCCC(C)(C)N1O.CC1(C)CCCC(C)(C)N1O.CC1(C)CCCC(C)(C)N1O.CC1(C)CCCC(C)(C)N1O.CC1(C)CCCC(C)(C)N1O.O=C1OC[C@@H](F)O1.CC(C)=O.CC(C)=O
Kohn-Sham gap, Ha: 0.2999
E_HOMO, eV: -7.90
Net charge: 0

Positions of all 180 atoms, in Å:
C  -4.72  -0.33  0.00
C  -4.78  0.95  0.94
C  -6.13  1.48  0.95
C  -6.43  2.56  1.99
C  -6.05  2.17  3.40
C  -4.60  1.61  3.46
N  -4.44  0.64  2.37
O  -3.16  0.02  2.37
C  -3.57  2.79  3.42
C  -4.46  0.87  4.75
C  -3.88  2.07  0.28
H  -5.50  -1.06  0.20
H  -3.80  -0.91  0.06
H  -4.72  -0.08  -1.06
H  -6.51  1.80  -0.02
H  -6.72  0.62  1.27
H  -7.51  2.73  2.06
H  -6.08  3.53  1.64
H  -6.76  1.47  3.84
H  -6.07  3.07  4.01
H  -3.92  3.65  2.84
H  -3.42  3.18  4.42
H  -2.60  2.44  3.06
H  -5.11  -0.01  4.74
H  -3.50  0.41  5.00
H  -4.75  1.53  5.57
H  -2.83  1.81  0.43
H  -4.11  3.06  0.67
H  -4.08  2.19  -0.78
H  -3.27  -0.92  2.57
C  -3.51  -8.11  1.86
C  -3.27  -7.66  0.42
C  -4.48  -8.04  -0.48
C  -4.62  -7.31  -1.81
C  -4.59  -5.78  -1.57
C  -3.33  -5.37  -0.80
N  -3.17  -6.14  0.41
O  -2.13  -5.66  1.22
C  -2.08  -5.61  -1.79
C  -3.48  -3.85  -0.55
C  -1.98  -8.41  -0.04
H  -3.59  -9.19  2.01
H  -4.36  -7.58  2.28
H  -2.65  -7.83  2.48
H  -4.29  -9.08  -0.77
H  -5.40  -8.01  0.11
H  -5.57  -7.57  -2.28
H  -3.85  -7.78  -2.43
H  -5.53  -5.58  -1.06
H  -4.63  -5.29  -2.54
H  -1.95  -4.73  -2.41
H  -1.24  -5.79  -1.12
H  -2.19  -6.45  -2.48
H  -2.64  -3.39  -0.03
H  -3.55  -3.40  -1.54
H  -4.40  -3.55  -0.06
H  -1.61  -8.02  -0.98
H  -2.20  -9.47  -0.22
H  -1.13  -8.41  0.64
H  -2.65  -5.07  1.78
C  7.00  -1.30  -5.65
C  5.72  -0.43  -5.80
C  4.57  -1.58  -5.99
C  3.15  -0.94  -5.89
C  3.02  -0.18  -4.58
C  4.14  0.89  -4.32
N  5.46  0.28  -4.56
O  6.46  1.16  -4.24
C  3.83  2.17  -5.15
C  4.00  1.32  -2.86
C  5.88  0.52  -7.06
H  7.85  -0.64  -5.50
H  7.13  -1.90  -6.54
H  6.97  -2.01  -4.82
H  4.75  -2.08  -6.93
H  4.70  -2.25  -5.13
H  2.42  -1.75  -5.96
H  2.98  -0.43  -6.83
H  2.87  -0.88  -3.76
H  2.01  0.22  -4.52
H  4.74  2.73  -5.33
H  3.49  1.96  -6.16
H  3.19  2.88  -4.63
H  3.01  1.64  -2.53
H  4.25  0.49  -2.20
H  4.66  2.17  -2.65
H  4.96  0.76  -7.59
H  6.43  -0.11  -7.76
H  6.41  1.47  -7.00
H  6.73  0.79  -3.40
C  2.93  3.16  1.62
C  4.11  2.20  2.03
C  5.50  2.99  1.92
C  6.73  2.33  2.63
C  6.35  2.13  4.08
C  5.03  1.33  4.24
N  3.94  1.90  3.46
O  2.68  1.31  3.75
C  5.25  -0.21  3.85
C  4.65  1.38  5.80
C  3.99  1.03  1.04
H  2.99  4.18  2.02
H  2.01  2.83  2.09
H  2.68  3.05  0.56
H  5.77  3.14  0.87
H  5.35  3.98  2.35
H  7.58  3.00  2.55
H  7.01  1.44  2.06
H  6.25  3.12  4.54
H  7.13  1.63  4.65
H  5.93  -0.46  3.03
H  5.61  -0.75  4.72
H  4.30  -0.74  3.87
H  5.44  0.99  6.44
H  4.51  2.43  6.03
H  3.71  0.88  6.02
H  4.04  1.44  0.03
H  3.07  0.47  1.20
H  4.79  0.29  1.17
H  2.27  1.86  4.43
C  -0.14  4.51  0.05
C  0.08  4.41  -1.46
C  -1.34  4.51  -2.03
C  -1.43  4.88  -3.47
C  -0.72  6.24  -3.62
C  0.79  6.19  -3.22
N  0.98  5.47  -1.95
O  2.32  5.51  -1.45
C  1.63  5.55  -4.35
C  1.16  7.63  -2.92
C  0.71  3.02  -1.80
H  -0.65  5.44  0.28
H  0.85  4.58  0.50
H  -0.62  3.67  0.56
H  -1.94  3.62  -1.82
H  -1.87  5.29  -1.49
H  -2.46  4.97  -3.80
H  -0.98  4.12  -4.12
H  -1.21  7.09  -3.15
H  -0.78  6.49  -4.68
H  2.71  5.64  -4.19
H  1.38  4.50  -4.45
H  1.42  5.92  -5.36
H  0.59  8.00  -2.07
H  2.17  7.91  -2.62
H  0.83  8.22  -3.78
H  0.01  2.23  -1.53
H  1.61  2.84  -1.21
H  0.94  2.86  -2.86
H  2.71  4.73  -1.85
C  -5.77  -2.88  2.32
C  -4.41  -3.40  2.92
O  -3.35  -3.04  2.39
C  -4.41  -4.27  4.13
H  -5.89  -1.80  2.35
H  -6.66  -3.12  2.90
H  -6.00  -3.22  1.32
H  -4.26  -5.32  3.88
H  -5.40  -4.28  4.60
H  -3.78  -3.81  4.89
C  -1.21  -1.70  4.57
C  0.12  -1.95  5.32
O  0.15  -2.81  6.24
C  1.35  -1.14  4.89
H  -1.12  -2.06  3.54
H  -1.21  -0.63  4.34
H  -2.14  -2.05  5.01
H  1.37  -1.14  3.80
H  2.24  -1.72  5.13
H  1.26  -0.14  5.31
C  -0.77  -1.34  0.66
C  -0.27  0.05  0.84
O  0.67  0.13  -0.24
C  1.03  -1.08  -0.65
O  2.00  -1.37  -1.38
O  0.21  -1.94  -0.18
F  0.43  0.14  2.00
H  -1.74  -1.35  0.17
H  -0.95  -1.94  1.55
H  -1.09  0.76  0.83

Entry 2:
The following is a quantum chemistry calculation of a 11-piece molecular cluster, C54H115F3N10O2 overall in a non-equilibrium geometry, from the Open Molecules 2025 dataset.

Summary:
2S+1: 1
Maximum force, hartree/bohr: 0.070
LUMO energy, eV: 0.5
Structure (SMILES): CCOC(=O)C(F)(F)F.CCN(CC)CC.CCN(CC)CC.CCN(CC)CC.CCN(CC)CC.CCN(CC)CC.CCCC#N.CCCC#N.CCCC#N.CCCC#N.CCCC#N
Kohn-Sham gap, Ha: 0.3189
E_HOMO, eV: -8.21
Net charge: 0

Positions of all 184 atoms, in Å:
C  -1.70  -1.67  3.35
C  -2.81  -0.60  3.51
C  -3.18  -0.31  5.07
C  -1.99  0.33  5.71
N  -1.19  0.75  6.41
H  -1.41  -1.64  2.32
H  -1.95  -2.67  3.78
H  -0.84  -1.30  3.90
H  -3.71  -0.98  3.06
H  -2.47  0.32  3.00
H  -3.38  -1.18  5.72
H  -4.10  0.28  5.28
C  0.60  -3.79  1.08
C  1.15  -5.18  1.36
C  0.84  -5.69  2.78
C  -0.61  -5.63  3.08
N  -1.73  -5.49  3.27
H  -0.53  -3.77  0.98
H  0.94  -3.34  0.15
H  0.84  -3.15  1.85
H  2.25  -5.07  1.25
H  0.83  -5.84  0.52
H  1.47  -5.04  3.45
H  1.23  -6.73  2.96
C  -5.01  2.39  2.38
C  -5.69  2.25  1.01
C  -5.70  0.88  0.39
C  -6.15  -0.14  1.35
N  -6.44  -0.98  2.11
H  -5.45  3.11  3.11
H  -3.99  2.70  2.16
H  -4.91  1.39  2.89
H  -5.33  2.98  0.33
H  -6.79  2.45  1.18
H  -4.67  0.60  0.05
H  -6.41  0.79  -0.38
C  -3.58  -5.93  0.22
C  -4.56  -5.05  0.98
C  -4.02  -3.87  1.65
C  -3.48  -2.87  0.76
N  -2.91  -2.12  0.09
H  -2.79  -5.41  -0.32
H  -4.19  -6.48  -0.44
H  -3.14  -6.63  0.94
H  -5.10  -5.71  1.68
H  -5.26  -4.72  0.27
H  -3.14  -4.22  2.31
H  -4.79  -3.34  2.27
C  1.43  1.35  0.00
C  0.87  0.63  -1.17
C  -0.41  -0.15  -0.81
C  -1.34  0.69  -0.05
N  -2.17  1.25  0.51
H  1.63  0.66  0.81
H  0.67  2.07  0.36
H  2.31  1.91  -0.22
H  1.58  -0.10  -1.52
H  0.70  1.34  -2.05
H  -0.25  -1.01  -0.13
H  -0.99  -0.52  -1.71
C  5.25  -1.89  5.26
C  3.94  -2.43  4.63
N  2.79  -2.03  5.47
C  1.66  -2.99  5.38
C  0.73  -2.86  6.54
C  2.51  -0.54  5.25
C  2.33  -0.09  3.78
H  6.13  -1.89  4.59
H  5.50  -2.61  6.05
H  4.98  -0.92  5.71
H  3.79  -1.93  3.63
H  4.06  -3.48  4.60
H  1.17  -2.85  4.37
H  2.11  -3.95  5.39
H  1.32  -3.02  7.49
H  0.22  -1.93  6.78
H  -0.10  -3.53  6.52
H  3.27  0.14  5.71
H  1.59  -0.31  5.78
H  1.72  -0.82  3.20
H  3.29  0.05  3.15
H  1.75  0.85  3.89
C  4.49  3.59  -0.99
C  3.92  4.41  -2.13
N  2.49  4.24  -2.39
C  2.11  4.94  -3.67
C  2.46  6.42  -3.80
C  1.63  4.66  -1.25
C  0.15  4.29  -1.44
H  5.55  3.75  -0.93
H  4.19  2.60  -0.96
H  4.13  3.99  -0.03
H  4.35  5.40  -2.01
H  4.35  4.05  -3.04
H  1.09  4.78  -3.95
H  2.71  4.41  -4.46
H  3.44  6.69  -3.47
H  1.76  7.04  -3.21
H  2.40  6.74  -4.85
H  2.01  4.17  -0.36
H  1.71  5.72  -1.13
H  -0.51  4.43  -0.53
H  -0.24  4.84  -2.31
H  -0.03  3.21  -1.66
C  4.53  0.11  -2.80
C  5.44  -0.82  -1.97
N  4.97  -2.15  -1.59
C  4.90  -3.18  -2.62
C  6.22  -3.62  -3.19
C  3.77  -2.09  -0.79
C  3.88  -1.22  0.43
H  4.42  -0.35  -3.82
H  5.10  1.03  -2.99
H  3.52  0.29  -2.42
H  6.38  -1.02  -2.46
H  5.64  -0.20  -1.04
H  4.31  -3.96  -2.11
H  4.14  -2.95  -3.37
H  5.85  -4.36  -3.93
H  6.70  -2.82  -3.78
H  6.97  -4.05  -2.48
H  3.38  -3.10  -0.54
H  2.95  -1.66  -1.41
H  4.00  -0.23  0.06
H  4.82  -1.45  0.94
H  2.98  -1.31  1.02
C  1.87  1.01  -4.81
C  0.72  0.01  -4.49
N  0.32  -0.77  -5.56
C  1.41  -1.46  -6.26
C  2.16  -2.53  -5.60
C  -0.82  -1.61  -5.22
C  -1.57  -2.26  -6.46
H  2.12  1.58  -3.88
H  1.63  1.82  -5.61
H  2.73  0.48  -5.12
H  1.07  -0.60  -3.64
H  -0.18  0.47  -4.11
H  0.96  -1.88  -7.13
H  2.12  -0.66  -6.57
H  2.94  -2.87  -6.26
H  2.53  -2.16  -4.67
H  1.55  -3.35  -5.44
H  -1.58  -0.90  -4.83
H  -0.56  -2.36  -4.45
H  -2.36  -2.88  -6.09
H  -0.96  -2.95  -7.06
H  -1.95  -1.52  -7.18
C  -6.68  2.56  -3.22
C  -5.52  1.93  -3.98
N  -4.48  1.64  -2.91
C  -3.85  0.36  -3.25
C  -4.79  -0.83  -2.89
C  -3.60  2.79  -2.83
C  -2.47  3.09  -3.89
H  -6.36  3.36  -2.55
H  -7.14  1.84  -2.54
H  -7.49  2.94  -3.84
H  -5.94  1.00  -4.34
H  -5.16  2.51  -4.78
H  -3.52  0.28  -4.34
H  -3.00  0.21  -2.54
H  -5.18  -0.79  -1.89
H  -5.60  -1.06  -3.57
H  -4.12  -1.71  -2.86
H  -3.08  2.75  -1.88
H  -4.30  3.64  -2.76
H  -1.98  4.03  -3.49
H  -2.77  3.31  -4.90
H  -1.70  2.32  -3.76
C  -0.91  3.73  7.52
C  -0.29  4.77  6.56
O  -0.40  4.17  5.26
C  0.04  4.86  4.26
O  0.43  6.01  4.23
C  0.16  4.08  2.91
F  0.23  2.77  3.15
F  -0.91  4.32  2.13
F  1.20  4.49  2.21
H  -0.60  3.82  8.56
H  -0.52  2.77  7.20
H  -2.00  3.75  7.49
H  0.79  4.91  6.80
H  -0.72  5.76  6.61